(1)
Computed, not measured: a molecular structure, C23H45BBr2CaCl3CsF7N5NaO6P2 in a non-equilibrium geometry, with ωB97M-V/def2-TZVPD.

Geometry as XYZ:
```
97
Properties=species:S:1:pos:R:3
C 3.62563 -1.69311 1.31251
C 2.06448 -1.71715 1.20834
C 1.56696 -0.29067 1.46971
C 0.13672 -0.02966 0.98296
F 0.01022 1.38551 0.87101
C -0.84191 -0.46715 2.09799
N -2.09619 -1.08349 1.57286
P -3.32731 -1.41647 2.81314
C -2.62275 -2.92465 3.75066
O -3.35322 -0.19263 3.88771
C -2.59298 -0.24709 0.43671
C -1.58405 -0.25185 -0.72756
P -1.68125 1.27688 -1.82838
O -3.10461 0.97736 -2.81998
Br -2.38340 3.20243 -0.62964
N -0.17740 -0.55438 -0.31056
O 1.59136 -2.63806 2.21229
C 1.74367 -3.98029 1.87666
C 0.63656 -4.52572 0.95345
C 0.84123 -5.45261 -0.07853
C -0.27279 -5.84761 -0.83265
C -1.57191 -5.37536 -0.61755
C -1.79216 -4.47999 0.43183
C -0.66658 -4.08307 1.18809
H 3.99445 -2.56026 1.88327
H 4.12281 -1.57382 0.34076
H 3.83882 -0.82434 1.95978
H 1.83174 -2.11131 0.20348
H 2.22684 0.40529 0.92396
H 1.67170 -0.06106 2.54290
H -1.10366 0.43971 2.67843
H -0.28454 -1.13563 2.77989
H -1.84064 -1.99664 1.17208
H -1.48662 -2.80625 3.95017
H -3.16021 -2.95510 4.71672
H -2.79976 -3.89096 3.17399
H -4.10063 -0.38166 4.47954
H -3.51137 -0.74941 0.06438
H -2.91626 0.77304 0.80689
H -1.86126 -1.10654 -1.37427
H -3.32972 0.00803 -2.76773
H 0.40088 -0.08282 -1.00744
H 2.72850 -4.25373 1.46280
H 1.65243 -4.54175 2.83308
H 1.83851 -5.85017 -0.28433
H -0.14749 -6.54758 -1.66562
H -2.42752 -5.66844 -1.22934
H -2.76306 -4.04011 0.68669
H -0.81087 -3.35925 2.00565
B 5.26873 -1.61144 4.47458
F 5.96600 -1.55290 5.69963
F 4.29612 -0.57825 4.43070
F 6.16941 -1.44900 3.40315
F 4.61737 -2.86609 4.35342
Ca -1.39573 -4.76938 3.87161
C -4.71950 -8.15728 -1.65353
O -4.89747 -8.14393 -0.44774
N -4.22016 -9.24306 -2.31221
N -5.00613 -7.08227 -2.45392
H -4.06991 -9.26811 -3.30286
H -3.99823 -10.05208 -1.76162
H -5.37864 -6.26465 -2.00873
H -4.86632 -7.07923 -3.44667
C -3.68130 4.26764 -4.53224
Cl -2.23273 3.73202 -3.69428
Cl -4.07715 5.94256 -4.08531
Cl -3.48358 4.12380 -6.27559
H -4.51045 3.63268 -4.23227
C 3.80783 5.40935 1.01416
O 3.49480 4.58228 -0.09677
C 2.15664 4.09218 -0.07465
C 1.38316 4.65180 -1.25104
N 1.14153 6.08621 -1.08378
C 0.60251 6.72236 -2.27291
C 1.51072 6.79890 -3.50377
O 2.64270 7.64696 -3.33633
C 3.78596 6.98752 -2.78538
H 4.86312 5.67046 0.95071
H 3.21903 6.33357 0.99580
H 3.63617 4.88053 1.95462
H 1.65538 4.30974 0.87166
H 2.20970 3.00535 -0.17796
H 0.42406 4.13244 -1.33156
H 1.96652 4.44979 -2.16110
H 2.01274 6.54080 -0.84002
H 0.34113 7.74748 -1.98897
H -0.33386 6.22401 -2.54776
H 0.92981 7.25446 -4.30673
H 1.80701 5.80793 -3.87483
H 3.84555 5.93995 -3.08388
H 3.78431 7.07269 -1.70039
H 4.67515 7.50022 -3.15077
F 5.73568 -2.32921 7.62568
Br -1.62905 0.09138 -3.96023
Cs 1.39927 7.92547 -5.74230
F -2.53245 1.89434 1.86306
Na -4.22684 4.26960 -1.58752
```

For the total energy, the calculation gives -283630.647 eV. The value obtained for the HOMO energy is -7.2 eV. The charge is +1. The HOMO-LUMO gap comes out at 1.71 eV. The value obtained for the largest force on an atom is 0.214 hartree/bohr.

=====

(2)
Computed, not measured: 4 unconnected molecules or ions with the total composition CH9O4 in a non-equilibrium geometry, with ωB97M-V/def2-TZVPD.

Geometry as XYZ:
```
14
Properties=species:S:1:pos:R:3
C -1.21666 -0.00942 -1.75718
O -0.38941 0.60371 -0.82229
H -1.22537 -1.10489 -1.54736
H -1.05251 0.04346 -2.86466
H -2.25790 0.37110 -1.59511
H 1.04067 -0.22218 2.41497
H 2.39999 0.06407 2.03960
O 1.81229 0.23741 2.78130
H 0.91501 0.13526 -1.12314
H 1.47882 -1.26934 -1.12894
O 1.87794 -0.40405 -1.23986
H -0.91660 0.72764 0.92292
H -1.04297 0.00364 2.12960
O -1.42329 0.82358 1.79016
```

For the total energy, the calculation gives -9373.300 eV. The value obtained for the HOMO energy is -4.1 eV. The charge is -1. The HOMO-LUMO gap comes out at 8.08 eV. The value obtained for the largest force on an atom is 0.034 hartree/bohr. For the energy above the lowest of the compared OMol25 structures with the same formula, charge and spin, the calculation gives 0.8844 eV.

=====

(3)
Computed, not measured: 2 unconnected molecules or ions with the total composition C15H13Cl2I2NO2 in a non-equilibrium geometry, with ωB97M-V/def2-TZVPD.

Geometry as XYZ:
```
35
Properties=species:S:1:pos:R:3
C -2.88314 0.48658 0.99372
C -2.63810 -0.99858 1.67063
I -4.17832 -1.63921 3.15091
C -1.47401 -1.90224 1.30966
I -1.25537 -3.89025 2.22314
C -0.43053 -1.29604 0.18935
C 1.05309 -0.76178 0.70196
N 1.42219 -0.89034 2.18483
C 2.13526 -0.13983 -0.38418
C 1.70953 -0.03926 -1.98085
C 0.23380 -0.57594 -2.46964
C -0.86112 -1.22958 -1.39090
C -2.31085 -1.78841 -2.00491
O -3.47443 -1.71987 -1.35339
C -2.20133 -2.41582 -3.55116
C -1.20690 -1.82094 -4.53084
C -0.27579 -0.52021 -4.06008
O 0.02530 0.51946 -4.84327
H -3.64611 0.46556 0.07670
H -1.90086 1.02802 0.65869
H -3.39421 1.20412 1.79533
H 2.46295 -0.96244 2.25644
H 1.07034 -1.83537 2.49704
H 3.19522 0.21962 0.01569
H 2.44189 0.39987 -2.78855
H -2.84759 -3.32841 -3.89597
H -1.06367 -2.24610 -5.63061
Cl 4.57849 3.07260 2.90902
C 2.84605 3.46113 3.05394
C 2.03593 2.91668 1.88809
Cl 2.40186 3.76018 0.36279
H 2.74792 4.54792 3.14031
H 2.49858 3.01307 3.98965
H 0.96814 3.05815 2.07961
H 2.21580 1.84766 1.73684
```

The SMILES is C/C(I)=C(/I)c1c(N)ccc2c1C(=O)C=CC2=O.ClCCCl. For the total energy, the calculation gives -62582.823 eV. The value obtained for the HOMO energy is -8.7 eV. The HOMO-LUMO gap comes out at 6.89 eV. The value obtained for the largest force on an atom is 0.162 hartree/bohr.

=====

(4)
Computed, not measured: 2 unconnected molecules or ions with the total composition C4H12 in a non-equilibrium geometry, with ωB97M-V/def2-TZVPD.

Geometry as XYZ:
```
16
Properties=species:S:1:pos:R:3
C 1.41205 -1.86892 0.27127
C -0.11986 -2.01658 0.70575
H 1.83410 -0.93830 0.76179
H 1.92535 -2.66439 0.86436
H 1.51286 -1.97150 -0.82742
H -0.09292 -2.73505 1.55498
H -0.71358 -2.50743 -0.07360
H -0.59952 -1.04242 0.82191
C -1.39830 1.79749 -0.40695
C 0.08516 2.11221 -0.63128
H -1.92408 1.52133 -1.24769
H -1.31247 1.03710 0.46139
H -1.92476 2.69673 -0.02902
H 0.62665 1.18002 -0.37577
H 0.55243 2.83138 0.16540
H 0.24162 2.44730 -1.70908
```

The SMILES is CC.CC. For the total energy, the calculation gives -4341.480 eV. The value obtained for the HOMO energy is -11.3 eV. The HOMO-LUMO gap comes out at 12.48 eV. The value obtained for the largest force on an atom is 0.090 hartree/bohr. For the energy above the lowest of the compared OMol25 structures with the same formula, charge and spin, the calculation gives 1.0480 eV.

=====

(5)
Computed, not measured: a molecular structure, C21H46LuNO2P3 in a non-equilibrium geometry, with ωB97M-V/def2-TZVPD.

Geometry as XYZ:
```
74
Properties=species:S:1:pos:R:3
Lu -1.42189 1.11099 -1.14516
P -2.12632 -1.76472 -0.06277
P 0.97198 -0.56833 1.35446
P 1.00312 -1.22780 -1.54612
H -1.58652 5.35366 -3.90193
C -1.79538 4.45533 -4.49644
C -2.65687 3.46664 -4.21595
H -3.37238 3.47267 -3.39218
C -3.63965 -1.26327 0.84130
C -1.58152 -3.09850 1.08626
C -2.86693 -2.81961 -1.35847
C 2.46101 0.49461 1.51032
C 0.08931 -0.09984 2.89672
C 1.69337 -2.16607 1.95195
C 0.55271 -1.20595 -3.33018
C 1.15872 -3.05309 -1.42714
C 2.78163 -0.76280 -1.63565
H -1.22693 4.45101 -5.43547
H -2.71653 2.59342 -4.88127
H -4.23456 -0.56999 0.22975
H -3.37686 -0.76092 1.78397
H -4.24636 -2.15638 1.05846
H -1.27239 -2.69140 2.05440
H -0.75778 -3.69139 0.67789
H -2.43065 -3.77203 1.25727
H -3.35567 -2.19433 -2.11638
H -3.61469 -3.48503 -0.90297
H -2.10283 -3.42650 -1.85885
H 2.79070 0.44290 2.55685
H 2.21327 1.52788 1.23423
H 3.25924 0.11929 0.85622
H 0.77282 -0.23643 3.74746
H -0.78572 -0.75430 3.02348
H -0.23708 0.94883 2.84773
H 2.76137 -2.02854 2.16821
H 1.56796 -2.94646 1.19130
H 1.17299 -2.47304 2.87015
H 1.08182 -1.97790 -3.90891
H 0.79806 -0.21327 -3.73728
H -0.52834 -1.38942 -3.41350
H 1.42810 -3.40928 -2.43462
H 0.19087 -3.49038 -1.13949
H 1.94994 -3.35582 -0.72675
H 3.15978 -0.95540 -2.64985
H 3.38082 -1.35065 -0.92380
H 2.87101 0.30721 -1.40339
C 0.27851 2.48746 -3.44867
C 1.34832 3.39565 -3.68291
C 1.99734 3.32306 -4.90420
C 1.64047 2.36332 -5.85882
C 0.45612 1.62669 -5.70368
C -0.22544 1.72577 -4.52130
O -0.27008 2.35718 -2.23226
H 0.43376 1.34890 -0.69194
H 1.56748 4.19238 -2.93558
H 2.78659 4.05128 -5.15389
H 2.22754 2.20516 -6.75296
H 0.04841 1.09273 -6.53806
H -1.20903 1.30088 -4.36711
C -1.47902 4.42454 3.36245
N -1.73051 3.25604 2.48877
C -2.76903 2.28090 2.85576
C -1.05679 3.01006 1.39069
C -0.00016 3.95001 0.93089
O -1.41665 1.95302 0.70468
H -2.13568 5.26219 3.09609
H -0.44501 4.74944 3.24159
H -1.63541 4.11022 4.39758
H -3.50367 2.12635 2.04764
H -2.33062 1.29167 3.06936
H -3.27463 2.65860 3.74030
H 0.99257 3.63841 1.29233
H 0.02805 3.96434 -0.16255
H -0.21427 4.96427 1.29298
```

For the total energy, the calculation gives -89567.136 eV. The value obtained for the HOMO energy (spin up / spin down) is -16.4 / -16.4 eV. The charge is +3. The HOMO-LUMO gap (spin up / spin down) comes out at 5.44 / 5.20 eV. The value obtained for the largest force on an atom is 0.084 hartree/bohr. For the energy above the lowest of the compared OMol25 structures with the same formula, charge and spin, the calculation gives 1.2411 eV.

=====

(6)
Computed, not measured: 9 unconnected molecules or ions with the total composition C16H30Cl20 in a non-equilibrium geometry, with ωB97M-V/def2-TZVPD.

Geometry as XYZ:
```
66
Properties=species:S:1:pos:R:3
Cl 1.31431 26.89287 22.27167
C 0.08715 28.04662 22.83399
Cl 0.51570 29.63656 22.20295
Cl -0.03105 28.01013 24.60182
H -0.90702 27.79025 22.49294
Cl 1.97105 32.92358 29.05538
C 1.43078 33.34035 30.64805
Cl -0.14432 34.21090 30.59057
Cl 2.57852 34.31648 31.53334
H 1.22116 32.41149 31.16275
Cl -4.95199 31.92727 22.29741
C -3.49073 32.76941 22.93155
C -3.07067 32.22777 24.25867
Cl -2.56986 30.52770 24.22249
H -3.68044 33.83821 22.99673
H -2.74487 32.59737 22.15760
H -3.84582 32.40805 25.00166
H -2.18458 32.78090 24.57740
Cl -0.14509 30.21112 29.99243
C -1.39780 29.70255 28.80483
C -0.93960 30.03840 27.39751
Cl -0.63625 31.77690 27.10170
H -2.37751 30.12620 28.99699
H -1.37304 28.62521 28.93116
H -1.72070 29.77992 26.68348
H -0.04042 29.51420 27.09029
Cl -4.61528 29.41510 33.98812
C -3.15563 28.78537 33.13645
C -3.55284 27.80765 32.05070
Cl -2.05608 27.22603 31.29696
H -2.46065 28.35970 33.85207
H -2.71432 29.67264 32.69225
H -4.11306 28.28557 31.25149
H -4.12077 26.95690 32.41549
Cl 2.71951 30.17183 26.70932
C 3.31453 29.52686 25.16307
C 3.73242 28.06373 25.29255
Cl 5.12831 27.86927 26.36706
H 4.17889 30.11054 24.85864
H 2.51444 29.60021 24.43168
H 4.02731 27.73494 24.29697
H 2.92511 27.44938 25.67749
Cl 1.41013 27.32472 28.18476
C 1.15874 25.92344 29.27457
C 1.60095 26.34673 30.65098
Cl 1.43374 25.02764 31.84054
H 1.70621 25.10156 28.82670
H 0.08485 25.78347 29.18378
H 0.99142 27.18223 30.98664
H 2.64505 26.64784 30.62910
Cl 0.64593 36.19646 26.17746
C -0.60168 34.95179 26.61556
C -1.91565 35.51206 27.06582
Cl -2.87012 36.12780 25.66528
H -0.13138 34.43880 27.45582
H -0.61751 34.22408 25.81201
H -1.82012 36.34877 27.74844
H -2.46286 34.70450 27.55030
Cl -5.09023 33.04428 33.70171
C -5.34690 33.47554 31.97861
C -5.20171 32.23493 31.10309
Cl -3.53518 31.73136 30.88995
H -4.64144 34.24783 31.68739
H -6.36786 33.84400 31.94828
H -5.62710 32.44039 30.12129
H -5.77287 31.43089 31.56320
```

The SMILES is ClC(Cl)Cl.ClC(Cl)Cl.ClCCCl.ClCCCl.ClCCCl.ClCCCl.ClCCCl.ClCCCl.ClCCCl. For the total energy, the calculation gives -267529.058 eV. The value obtained for the HOMO energy is -10.6 eV. The HOMO-LUMO gap comes out at 10.78 eV. The value obtained for the largest force on an atom is 0.030 hartree/bohr. For the energy above the lowest of the compared OMol25 structures with the same formula, charge and spin, the calculation gives 0.0000 eV.

=====

- Which value of total energy does entry 3 give?
  -62582.823 eV